[1]
Entry from the Open Molecules 2025 dataset: a cluster of 13 separate species, C16H54F3N24O14 in total (the ωB97M-V functional and the def2-TZVPD basis).

## Properties
**Total charge**: 0
**Electronic energy**: -3309.234438 hartree
**Molecular weight**: 863.8 g/mol
**Spin multiplicity**: 2
**⟨S²⟩**: 0.755
**Orbital gap (alpha / beta)**: 8.11 / 3.71 eV

XYZ file:
```
111
C16H54F3N24O14 (the ωB97M-V functional and the def2-TZVPD basis)
C -1.382 -1.361 -0.302
O 0.007 -1.107 -0.524
O -2.090 -0.572 -1.181
C -1.583 -2.919 -0.182
F -2.707 -3.430 0.131
F -1.252 -3.470 -1.300
F -0.763 -3.322 0.776
C 0.860 -0.832 0.657
C 1.986 -0.033 0.258
H 2.471 0.222 1.200
H 2.753 -0.563 -0.306
H 1.901 0.987 -0.118
H 1.257 -1.694 1.193
H 0.389 -0.288 1.476
H -1.779 -1.144 0.689
C -0.569 -3.759 4.358
O -0.713 -3.409 5.490
N 0.025 -4.824 3.885
N -1.139 -3.096 3.357
H 0.368 -5.514 4.539
H -0.423 -5.193 3.058
H -1.903 -2.442 3.451
H -1.003 -3.339 2.386
C 0.241 4.748 1.721
O -0.117 5.429 0.774
N -0.105 4.962 2.982
N 0.873 3.577 1.636
H 0.218 4.313 3.685
H -0.796 5.675 3.165
H 1.426 3.289 0.841
H 1.246 3.295 2.531
C 3.084 5.473 -0.813
O 3.407 6.348 -0.026
N 2.350 5.637 -1.828
N 3.265 4.189 -0.611
H 2.065 6.604 -1.770
H 1.848 4.831 -2.173
H 2.974 3.494 -1.283
H 3.757 3.893 0.220
C -4.071 1.983 0.975
O -3.520 2.899 0.540
N -4.926 2.147 1.933
N -3.922 0.756 0.639
H -5.232 3.073 2.194
H -5.340 1.324 2.346
H -4.633 0.107 0.945
H -3.299 0.539 -0.126
C -0.191 2.521 -2.148
O 0.572 3.438 -2.468
N -0.753 2.340 -0.959
N -0.366 1.405 -2.866
H -0.404 2.990 -0.270
H -1.267 1.519 -0.673
H 0.431 1.333 -3.482
H -0.700 0.587 -2.377
C -6.248 -2.955 -1.538
O -6.490 -3.611 -2.518
N -6.830 -1.822 -1.208
N -5.530 -3.312 -0.508
H -6.570 -1.492 -0.289
H -7.638 -1.533 -1.741
H -5.228 -2.657 0.199
H -5.200 -4.255 -0.362
C -0.388 -4.643 -4.522
O -0.419 -5.260 -5.594
N 0.292 -5.032 -3.446
N -1.306 -3.671 -4.183
H 0.238 -4.502 -2.588
H 0.994 -5.732 -3.639
H -2.028 -3.420 -4.842
H -1.364 -3.385 -3.216
C -3.573 -1.025 -4.727
O -3.839 -1.318 -5.823
N -4.209 -1.497 -3.709
N -2.463 -0.496 -4.427
H -5.163 -1.215 -3.536
H -3.616 -1.528 -2.892
H -1.734 -0.443 -5.125
H -2.498 -0.104 -3.497
C 4.688 2.986 2.520
O 4.527 2.488 1.445
N 5.581 3.900 2.900
N 3.984 2.710 3.565
H 6.116 4.302 2.144
H 5.730 4.129 3.872
H 3.141 2.282 3.208
H 3.916 3.299 4.383
C 2.721 -1.559 -3.203
O 2.714 -0.499 -3.635
N 1.848 -2.123 -2.407
N 3.650 -2.476 -3.347
H 1.129 -1.606 -1.922
H 2.098 -3.030 -2.040
H 3.295 -3.406 -3.520
H 4.402 -2.188 -3.957
C 6.336 -0.509 0.915
O 6.710 -1.538 1.383
N 5.138 -0.337 0.377
N 7.060 0.509 0.559
H 4.839 0.624 0.285
H 4.446 -1.046 0.570
H 7.991 0.713 0.892
H 6.980 0.814 -0.401
C -1.908 0.139 4.164
O -3.007 -0.264 4.314
N -1.380 0.738 3.126
N -1.014 0.131 5.086
H -2.032 0.830 2.361
H -0.456 1.146 3.097
H -1.160 -0.276 5.998
H -0.103 0.409 4.751
```

=====

[2]
Entry from the Open Molecules 2025 dataset: a structure of composition C16H54F6N2O10P (the ωB97M-V functional and the def2-TZVPD basis).

## Properties
**Total charge**: -1
**Electronic energy**: -2443.308626 hartree
**Molecular weight**: 579.6 g/mol
**Energy relative to the best compared isomer or geometry (same formula, charge and spin)**: 3794.0 kJ/mol
**Orbital gap**: 7.46 eV

XYZ file:
```
89
C16H54F6N2O10P (the ωB97M-V functional and the def2-TZVPD basis)
P -0.331 -0.444 -0.639
F 1.301 -0.224 -0.725
F -0.581 0.518 -1.894
F -0.103 -1.760 -1.635
F -1.874 -0.861 -0.613
F -0.095 -1.400 0.631
F -0.451 0.732 0.436
C -1.809 2.799 1.603
C -0.538 2.864 0.787
O -0.923 2.860 -0.608
H -2.157 1.801 1.335
H -2.567 3.482 1.220
H -1.631 2.824 2.678
H 0.142 2.056 1.058
H -0.093 3.845 0.959
H -0.171 2.940 -1.200
C -3.802 -0.748 -0.165
C -3.337 -2.075 0.445
O -4.372 -2.991 0.103
H -4.744 -0.411 0.267
H -4.061 -0.888 -1.215
H -3.031 0.013 -0.044
H -3.144 -1.917 1.506
H -2.369 -2.359 0.032
H -4.267 -3.393 -0.762
C -1.027 -3.489 -0.856
C -0.690 -3.782 -2.251
O -1.853 -4.421 -2.825
H -0.147 -3.544 -0.215
H -1.714 -4.233 -0.453
H -1.492 -2.505 -0.796
H 0.220 -4.351 -2.442
H -0.389 -2.896 -2.810
H -1.474 -5.114 -3.369
C 1.786 -3.849 -3.153
C 1.545 -2.663 -2.215
O 1.235 -1.558 -3.043
H 2.678 -3.414 -3.604
H 0.986 -4.154 -3.827
H 2.276 -4.682 -2.650
H 2.409 -2.371 -1.617
H 0.654 -2.821 -1.608
H 0.905 -0.865 -2.467
C 3.278 1.317 -1.499
C 2.463 2.332 -0.606
C 2.859 3.917 -0.720
O 4.046 4.323 -0.057
C 4.066 4.093 1.362
N 1.001 2.132 -0.869
H 3.266 1.604 -2.550
H 2.790 0.343 -1.494
H 4.309 1.279 -1.145
H 2.507 2.027 0.440
H 2.054 4.478 -0.243
H 2.977 4.224 -1.759
H 3.297 4.590 1.953
H 5.027 4.330 1.820
H 3.924 3.020 1.489
H 0.718 1.407 -0.225
H 0.855 1.881 -1.836
C -1.636 -1.558 3.447
C -0.887 -0.197 3.568
C 0.390 -0.052 2.725
O 0.780 1.229 2.801
C 1.728 1.593 1.762
N -1.839 0.910 3.395
H -1.725 -1.829 2.395
H -2.631 -1.401 3.863
H -1.017 -2.219 4.054
H -0.749 -0.127 4.647
H 0.284 -0.416 1.704
H 1.060 -0.786 3.173
H 2.726 1.196 1.947
H 1.788 2.681 1.774
H 1.379 1.329 0.764
H -1.242 1.724 3.412
H -2.208 0.884 2.455
O -2.317 0.113 1.351
H -1.669 -0.509 1.682
H -2.015 0.329 0.469
O -2.398 1.086 -0.500
H -1.762 0.845 -1.174
H -2.004 1.838 -0.056
O 1.644 -1.140 1.276
H 1.678 -0.763 0.397
H 0.905 -1.747 1.248
O 0.462 1.427 -3.415
H 0.471 1.009 -2.553
H 0.469 0.698 -4.035
```

=====

[3]
Entry from the Open Molecules 2025 dataset: a cluster of 11 separate species, C16H54N10O11 in total (the ωB97M-V functional and the def2-TZVPD basis).

## Properties
**Total charge**: 0
**SMILES**: NC(N)=O.NC(N)=O.NC(N)=O.NC(N)=O.NC(N)=O.CCO.CCO.CCO.CCO.CCO.CO
**Electronic energy**: -2017.035372 hartree
**Molecular weight**: 562.7 g/mol
**Energy relative to the best compared isomer or geometry (same formula, charge and spin)**: 874.5 kJ/mol
**Orbital gap**: 8.09 eV

XYZ file:
```
91
C16H54N10O11 (the ωB97M-V functional and the def2-TZVPD basis)
N 2.088 -0.153 -1.040
C 3.202 0.286 -0.550
N 3.903 1.128 -1.261
O 3.628 -0.180 0.678
H 1.473 -0.789 -0.569
H 1.631 0.257 -1.993
H 4.714 1.572 -0.854
H 3.548 1.594 -2.045
N 0.469 2.729 -2.493
C 1.538 2.220 -2.952
N 1.482 0.969 -3.298
O 2.713 2.974 -2.923
H 0.401 3.729 -2.276
H -0.345 2.182 -2.308
H 2.284 0.416 -3.516
H 0.571 0.718 -3.772
N -3.059 1.205 4.233
C -3.037 0.152 3.423
N -1.987 -0.551 3.537
O -4.092 -0.168 2.566
H -3.969 1.640 4.115
H -2.402 1.490 4.938
H -1.896 -1.453 3.035
H -1.048 -0.134 3.894
N -2.578 3.841 -1.568
C -2.665 3.512 -0.296
N -2.855 4.532 0.464
O -2.831 2.205 0.139
H -2.490 3.077 -2.217
H -2.131 4.705 -1.917
H -3.031 4.360 1.524
H -2.539 5.469 0.286
N -1.659 -0.955 -3.127
C -1.590 0.180 -3.620
N -0.736 0.389 -4.544
O -2.258 1.264 -3.089
H -2.300 -1.051 -2.220
H -1.302 -1.816 -3.571
H -0.809 1.353 -4.890
H -0.227 -0.329 -5.006
C 2.659 -2.482 -3.009
C 1.899 -3.375 -1.954
O 2.565 -4.587 -1.813
H 2.017 -1.718 -3.450
H 2.845 -3.053 -3.866
H 3.560 -2.041 -2.669
H 0.837 -3.451 -2.288
H 1.953 -2.777 -1.074
H 1.936 -5.203 -1.494
C 4.331 0.591 3.693
C 3.083 1.219 3.116
O 2.152 0.195 2.748
H 4.954 1.468 3.952
H 4.923 0.098 2.944
H 4.011 -0.075 4.539
H 3.219 2.001 2.363
H 2.527 1.759 3.861
H 2.727 -0.396 2.224
C -2.672 -3.552 -0.879
C -3.727 -2.475 -0.434
O -3.542 -1.298 -1.247
H -3.194 -4.525 -0.894
H -1.745 -3.592 -0.296
H -2.426 -3.368 -1.899
H -3.954 -2.427 0.696
H -4.747 -2.698 -0.767
H -4.297 -0.662 -1.197
C 0.164 -2.882 1.967
C 0.414 -3.631 3.314
O -0.433 -3.025 4.160
H -0.799 -2.617 1.723
H 0.509 -3.369 1.095
H 0.566 -1.838 2.007
H 1.346 -3.265 3.706
H 0.342 -4.702 3.217
H -1.334 -3.410 4.095
C -0.279 2.528 1.992
C 0.377 2.757 0.626
O 0.821 4.108 0.483
H -1.097 3.228 1.913
H 0.485 2.823 2.646
H -0.748 1.529 2.156
H -0.287 2.615 -0.130
H 1.263 2.183 0.560
H 1.104 4.285 -0.398
C -0.674 -0.312 0.097
O -0.298 -1.515 -0.582
H -0.691 0.568 -0.585
H 0.048 -0.109 0.898
H -1.662 -0.509 0.556
H -0.842 -1.582 -1.344
```